Molecular formula: C25H44N7NaO4
Method: DFT, ωB97M-V/def2-TZVPD

Atoms and positions in Å:
Na: -0.78 -0.01 1.11
C: -2.77 -1.04 2.17
C: -2.60 -1.83 1.00
C: -1.44 -2.65 1.23
C: -0.95 -2.30 2.51
C: -1.76 -1.32 3.10
C: -1.56 -0.65 4.45
C: -2.91 -0.42 5.14
C: -0.68 -1.51 5.35
C: -0.87 0.71 4.27
C: -0.82 -3.81 0.44
C: -0.15 -3.37 -0.87
C: -1.85 -4.92 0.16
C: 0.30 -4.47 1.26
C: -3.69 -1.79 -0.09
C: -4.32 -0.39 -0.17
C: -3.21 -2.09 -1.51
C: -4.82 -2.76 0.27
H: -3.57 -0.32 2.32
H: -0.10 -2.76 3.00
H: -3.43 -1.37 5.27
H: -3.55 0.23 4.54
H: -2.77 0.04 6.11
H: -1.13 -2.50 5.50
H: -0.56 -1.04 6.33
H: 0.31 -1.66 4.92
H: -1.47 1.38 3.64
H: 0.12 0.58 3.81
H: -0.72 1.21 5.23
H: -0.84 -2.93 -1.58
H: 0.34 -4.22 -1.35
H: 0.60 -2.61 -0.65
H: -2.66 -4.58 -0.47
H: -2.28 -5.27 1.10
H: -1.37 -5.76 -0.34
H: 1.10 -3.76 1.49
H: 0.73 -5.30 0.69
H: -0.08 -4.87 2.20
H: -3.56 0.38 -0.39
H: -4.82 -0.10 0.76
H: -5.06 -0.36 -0.96
H: -2.40 -1.42 -1.81
H: -4.04 -1.94 -2.21
H: -2.87 -3.11 -1.64
H: -5.24 -2.51 1.24
H: -4.47 -3.79 0.32
H: -5.62 -2.72 -0.48
N: 2.18 -1.05 0.31
N: 3.05 -0.07 0.79
C: 2.55 1.10 1.21
N: 3.40 2.00 1.72
N: 1.24 1.24 1.01
N: 0.61 2.34 1.48
O: -0.61 2.33 1.26
O: 1.16 3.27 2.06
H: 2.48 -1.97 0.60
H: 2.00 -0.94 -0.69
H: 4.04 -0.15 0.62
H: 4.33 1.71 1.97
H: 3.02 2.85 2.09
N: -0.18 3.43 -4.17
C: 0.17 2.45 -5.03
O: 0.23 2.62 -6.23
C: 0.56 1.12 -4.44
C: 0.66 0.04 -5.30
C: 1.03 -1.19 -4.79
C: 1.30 -1.29 -3.43
N: 1.22 -0.26 -2.60
C: 0.85 0.92 -3.09
H: -0.47 4.30 -4.59
H: -0.35 3.30 -3.18
H: 0.45 0.19 -6.35
H: 1.11 -2.07 -5.42
H: 1.58 -2.24 -3.00
H: 0.80 1.74 -2.38
C: -0.10 4.83 -0.74
O: -0.73 3.69 -1.30
H: -0.34 4.94 0.32
H: -0.45 5.72 -1.27
H: 0.98 4.76 -0.86
H: -1.06 3.13 -0.59

The net charge is 0. The spin multiplicity is 1. Its HOMO energy is -0.23390 Ha. The relative energy (zero: lowest compared OMol25 entry of this formula, charge and spin) is 0.2622 eV. Its frontier orbital gap is 5.64 eV.

Löwdin population analysis, charges in e, atoms 1 to 4:
1 Na 0.400
2 C -0.087
3 C -0.172
4 C -0.154